(1)
Below is a 9-piece molecular cluster, H18O9 overall, with properties calculated with ωB97M-V/def2-TZVPD.

Geometry (Å):
1 O -1.450 2.184 -2.778
2 H -0.850 2.381 -3.497
3 H -1.993 1.468 -3.108
4 O -0.410 -0.735 0.730
5 H -0.536 0.096 0.273
6 H 0.453 -1.037 0.445
7 O 3.987 -1.614 1.574
8 H 4.458 -2.402 1.846
9 H 3.400 -1.421 2.305
10 O -4.459 -2.715 1.390
11 H -4.643 -2.930 2.304
12 H -3.544 -2.434 1.389
13 O -3.930 -1.648 -3.093
14 H -3.969 -1.675 -2.137
15 H -3.286 -2.317 -3.325
16 O 0.026 3.686 4.867
17 H 0.238 3.853 3.948
18 H 0.409 4.425 5.340
19 O 5.123 1.626 -1.367
20 H 4.743 2.491 -1.213
21 H 4.872 1.114 -0.598
22 O -1.051 5.678 0.080
23 H -1.879 6.140 0.214
24 H -1.234 5.058 -0.626
25 O 2.101 -6.310 -1.384
26 H 2.069 -7.146 -1.850
27 H 1.357 -5.815 -1.728

Output
strongest force on any atom = 0.336 eV Å⁻¹
E_LUMO = 0.0059 hartree
structure (SMILES) = O.O.O.O.O.O.O.O.O
relative energy (zero: lowest compared OMol25 entry of this formula, charge and spin) = 290.7 kJ/mol
HOMO-LUMO gap = 11.6 eV
total charge = 0

=====

(2)
Below is a 19-piece molecular cluster, C46H130N2O19 overall at a distorted geometry, with properties calculated with ωB97M-V/def2-TZVPD.

Geometry (Å):
1 C 12.276 18.040 14.692
2 C 13.389 17.416 15.569
3 C 12.800 16.644 16.736
4 O 14.075 16.388 14.796
5 H 12.611 18.161 13.725
6 H 11.982 19.006 15.140
7 H 11.412 17.323 14.625
8 H 14.114 18.055 15.979
9 H 12.329 15.698 16.428
10 H 12.117 17.170 17.329
11 H 13.591 16.350 17.443
12 H 14.765 15.979 15.333
13 C 10.828 13.755 15.645
14 C 10.465 14.115 17.069
15 C 9.225 13.455 17.505
16 O 11.602 13.970 17.952
17 H 11.180 12.737 15.485
18 H 11.615 14.435 15.277
19 H 9.952 13.806 14.993
20 H 10.326 15.181 17.137
21 H 8.482 13.728 16.804
22 H 9.022 13.692 18.576
23 H 9.416 12.325 17.401
24 H 11.606 13.000 18.193
25 C 14.952 17.055 10.706
26 C 14.524 15.634 10.609
27 C 14.318 15.119 9.201
28 O 15.484 14.801 11.341
29 H 15.380 17.268 11.685
30 H 14.098 17.670 10.519
31 H 15.729 17.319 9.974
32 H 13.662 15.601 11.224
33 H 15.277 14.837 8.758
34 H 13.903 15.925 8.641
35 H 13.727 14.216 9.181
36 H 16.315 14.557 10.865
37 C 16.148 22.383 11.629
38 C 17.515 22.305 10.959
39 C 18.578 21.391 11.625
40 O 17.183 21.875 9.667
41 H 16.258 22.882 12.617
42 H 15.825 21.302 11.838
43 H 15.417 22.763 10.988
44 H 17.978 23.290 10.965
45 H 19.450 21.399 10.995
46 H 18.276 20.326 11.717
47 H 18.976 21.780 12.573
48 H 17.899 21.360 9.223
49 C 14.904 13.773 24.303
50 C 13.904 13.482 23.138
51 C 13.667 14.637 22.250
52 O 14.325 12.258 22.522
53 H 14.787 14.728 24.805
54 H 15.960 13.790 23.957
55 H 14.797 13.074 25.150
56 H 12.883 13.143 23.608
57 H 13.050 14.302 21.411
58 H 14.526 15.091 21.802
59 H 13.043 15.363 22.744
60 H 15.210 12.401 22.147
61 C 20.026 15.963 10.506
62 C 20.131 14.796 9.574
63 C 21.125 13.770 9.952
64 O 18.856 14.165 9.393
65 H 19.822 15.583 11.496
66 H 19.333 16.736 10.298
67 H 21.053 16.361 10.464
68 H 20.399 15.125 8.599
69 H 20.935 13.401 10.934
70 H 22.174 14.106 9.917
71 H 21.112 12.862 9.307
72 H 18.969 13.469 8.697
73 C 13.630 10.985 13.085
74 C 13.969 11.032 14.543
75 C 15.074 10.093 14.932
76 O 14.266 12.309 15.048
77 H 12.783 11.632 12.834
78 H 13.311 10.003 12.824
79 H 14.514 11.294 12.424
80 H 13.047 10.639 15.000
81 H 16.012 10.389 14.388
82 H 14.832 8.977 14.650
83 H 15.381 10.116 15.988
84 H 13.991 13.029 14.464
85 C 19.591 17.625 19.635
86 C 20.263 17.740 21.059
87 C 19.737 18.909 21.866
88 O 19.967 16.455 21.767
89 H 19.874 18.301 18.828
90 H 18.518 17.590 19.857
91 H 19.908 16.628 19.313
92 H 21.373 17.735 21.008
93 H 20.189 19.880 21.620
94 H 19.848 18.699 22.990
95 H 18.666 19.094 21.887
96 H 19.206 16.032 21.412
97 C 23.459 8.227 22.186
98 C 22.039 8.194 22.664
99 C 21.275 9.531 22.395
100 O 21.380 7.215 21.762
101 H 23.425 8.266 21.106
102 H 24.004 7.394 22.490
103 H 23.991 9.135 22.580
104 H 21.966 7.966 23.683
105 H 21.696 10.369 23.006
106 H 20.207 9.450 22.679
107 H 21.266 9.847 21.325
108 H 20.421 7.205 21.974
109 C 15.139 13.980 18.021
110 C 16.436 13.853 17.137
111 C 17.688 14.226 17.930
112 O 16.639 12.489 16.693
113 H 15.161 14.830 18.664
114 H 15.054 13.070 18.690
115 H 14.213 13.993 17.419
116 H 16.308 14.529 16.252
117 H 17.592 15.276 18.178
118 H 18.561 14.010 17.233
119 H 17.827 13.718 18.870
120 H 15.816 12.290 16.195
121 C 23.360 12.769 20.552
122 C 22.286 13.883 20.557
123 C 21.040 13.261 19.883
124 O 22.004 14.330 21.905
125 H 22.970 11.929 21.053
126 H 24.198 13.129 21.190
127 H 23.813 12.576 19.563
128 H 22.572 14.712 19.971
129 H 21.052 12.951 18.816
130 H 20.185 13.964 20.099
131 H 20.753 12.341 20.488
132 H 21.797 15.266 21.828
133 C 17.971 11.400 12.795
134 C 18.530 10.018 13.240
135 C 18.324 8.877 12.270
136 O 19.983 10.059 13.429
137 H 18.464 11.720 11.884
138 H 18.119 12.102 13.614
139 H 16.930 11.423 12.568
140 H 18.013 9.841 14.168
141 H 17.281 8.765 11.925
142 H 18.593 8.076 12.953
143 H 18.981 9.039 11.399
144 H 20.187 10.472 14.302
145 C 22.671 12.865 14.202
146 C 23.061 14.348 14.201
147 C 21.908 15.252 13.790
148 O 23.588 14.685 15.478
149 H 22.139 12.681 15.116
150 H 23.531 12.192 14.332
151 H 22.125 12.380 13.343
152 H 23.873 14.472 13.519
153 H 22.228 16.261 14.161
154 H 20.902 15.001 14.146
155 H 21.820 15.297 12.748
156 H 22.972 14.615 16.217
157 C 18.111 10.086 18.528
158 C 16.943 9.421 17.798
159 C 16.614 7.974 18.207
160 O 15.713 10.083 18.162
161 H 19.070 9.766 18.122
162 H 18.030 9.830 19.622
163 H 18.087 11.166 18.446
164 H 17.197 9.476 16.722
165 H 17.326 7.249 17.876
166 H 15.668 7.776 17.789
167 H 16.682 7.872 19.257
168 H 15.785 11.047 18.026
169 C 20.068 17.658 15.836
170 C 18.895 17.137 15.033
171 C 17.568 17.816 15.357
172 O 19.134 17.222 13.579
173 H 20.274 16.994 16.669
174 H 19.697 18.588 16.324
175 H 20.988 17.853 15.281
176 H 18.862 16.062 15.218
177 H 17.638 18.904 15.212
178 H 17.308 17.575 16.401
179 H 16.795 17.380 14.652
180 H 19.806 16.565 13.291
181 C 12.027 10.625 19.163
182 O 10.880 11.152 19.156
183 N 12.254 9.550 18.336
184 N 13.024 11.157 19.819
185 H 11.403 9.185 17.994
186 H 12.946 8.875 18.540
187 H 12.867 11.765 20.602
188 H 13.952 10.716 19.897
189 O 16.930 12.799 21.532
190 H 17.834 12.883 21.893
191 H 16.775 13.474 20.839
192 O 19.327 13.587 22.720
193 H 19.989 14.010 22.209
194 H 19.275 14.105 23.560
195 O 13.606 14.226 13.133
196 H 13.732 15.024 13.701
197 H 14.390 14.115 12.580

Output
strongest force on any atom = 3.982 eV Å⁻¹
E_LUMO = 0.0029 hartree
HOMO-LUMO gap = 9.4 eV
total charge = 0